DFT (the ωB97M-V functional and the def2-TZVPD basis) results for a molecular structure, C19H16BClF2INO2Tc at a distorted geometry.

Geometry (Å):
Tc (0.854, -0.775, -1.944)
Cl (1.436, 5.048, -5.496)
C (1.544, 3.441, -4.978)
C (2.233, 2.522, -5.747)
C (2.352, 1.185, -5.360)
I (3.377, -0.174, -6.494)
C (1.753, 0.767, -4.145)
O (1.812, -0.425, -3.675)
C (1.033, 1.725, -3.361)
N (0.478, 1.221, -2.227)
C (-0.206, 2.045, -1.431)
C (-0.367, 3.391, -1.735)
C (0.188, 3.908, -2.889)
C (0.910, 3.059, -3.738)
H (2.690, 2.853, -6.669)
H (-0.632, 1.615, -0.534)
H (-0.927, 4.020, -1.059)
H (0.068, 4.954, -3.137)
F (3.363, -1.492, -0.545)
B (2.733, -0.444, -1.022)
F (3.259, 0.758, -0.921)
C (-1.369, -1.689, 6.081)
C (-1.306, -1.665, 4.591)
C (-2.341, -2.212, 3.830)
C (-2.297, -2.239, 2.456)
C (-3.447, -2.860, 1.709)
C (-1.148, -1.687, 1.797)
C (-1.130, -1.782, 0.399)
O (-0.207, -1.418, -0.391)
C (-0.085, -1.111, 2.569)
C (1.151, -0.522, 1.953)
C (-0.195, -1.115, 3.937)
H (-2.397, -1.661, 6.437)
H (-0.810, -0.865, 6.520)
H (-0.923, -2.620, 6.442)
H (-3.201, -2.628, 4.340)
H (-4.218, -3.166, 2.411)
H (-3.140, -3.750, 1.158)
H (-3.905, -2.162, 1.007)
H (-1.995, -2.247, -0.076)
H (1.755, -1.302, 1.485)
H (1.758, -0.043, 2.718)
H (0.905, 0.224, 1.197)
H (0.598, -0.682, 4.533)

Results
Multiplicity   2
Gap between HOMO and LUMO (spin up / spin down)   5.1917 / 5.1580 eV
Total charge   +2

Löwdin atomic charge list, values in e, 6 entries: 1.51 0.85 -0.56 -0.13 -0.62 1.14